No. 1
Computed, not measured: C24H37BiN4OPS2 as an isolated structure, with ωB97M-V with the def2-TZVPD basis set.

Each line ends with the natural charge from an NBO analysis.
Element x y z (Å)
Bi  -1.19190  -0.18951  -1.89642  1.65
C  1.70108  -3.79234  -1.05603  -0.61
C  2.56536  -2.63889  -1.57681  -0.48
C  3.86201  -2.58214  -0.77423  -0.62
P  1.47104  -1.11748  -1.62592  0.86
C  2.27184  0.08664  -2.83670  -0.49
C  3.79581  0.01109  -2.93014  -0.61
C  1.84211  1.53228  -2.55409  -0.63
C  1.54586  -0.33733  0.00912  -0.47
C  2.77518  0.02641  0.57682  -0.12
C  2.89462  0.42372  1.89340  -0.08
C  4.21338  0.84502  2.48154  -0.63
C  1.74276  0.37792  2.68153  -0.14
C  0.51800  0.04250  2.14951  -0.26
C  0.37077  -0.24646  0.78102  0.19
N  -0.88240  -0.46231  0.23151  -0.81
C  -1.97604  -0.70634  1.11234  0.07
C  -2.67447  0.34198  1.72127  0.00
C  -2.22193  1.77382  1.61989  -0.65
C  -3.78482  0.04030  2.50511  -0.22
C  -4.20738  -1.26450  2.71654  0.03
C  -5.41308  -1.56325  3.56101  -0.63
C  -3.46798  -2.29485  2.14686  -0.22
C  -2.35599  -2.04374  1.34972  0.00
C  -1.51475  -3.18061  0.83879  -0.64
H  2.26527  -4.72391  -1.11138  0.23
H  0.78641  -3.91130  -1.63745  0.22
H  1.43027  -3.62658  -0.01133  0.21
H  2.79246  -2.81995  -2.63282  0.23
H  3.65896  -2.40966  0.28145  0.22
H  4.55906  -1.82687  -1.13041  0.21
H  4.35486  -3.55150  -0.86820  0.23
H  1.86381  -0.22624  -3.80447  0.22
H  4.26677  0.41229  -2.03257  0.21
H  4.13266  0.61404  -3.77509  0.23
H  4.14556  -1.00560  -3.09720  0.22
H  1.94050  1.76510  -1.49143  0.22
H  0.82011  1.73405  -2.86712  0.20
H  2.49463  2.21750  -3.09843  0.23
H  3.65819  0.01104  -0.04690  0.20
H  4.98917  0.89882  1.71956  0.22
H  4.53579  0.13849  3.24823  0.23
H  4.12328  1.82275  2.95642  0.22
H  1.81392  0.62997  3.73326  0.22
H  -0.35295  0.00217  2.78877  0.23
H  -1.54960  1.91702  0.77783  0.21
H  -1.68693  2.05588  2.53034  0.23
H  -3.08234  2.43547  1.52194  0.22
H  -4.32040  0.85245  2.98417  0.21
H  -5.83026  -0.65424  3.98931  0.22
H  -5.15556  -2.24519  4.37193  0.23
H  -6.18424  -2.04734  2.95987  0.23
H  -3.75507  -3.32304  2.33525  0.22
H  -1.73120  -4.08913  1.39742  0.23
H  -0.45522  -2.94818  0.94449  0.22
H  -1.70953  -3.37679  -0.21785  0.23
C  -0.54786  5.41959  -1.01400  -0.44
N  -1.46204  4.29362  -0.92425  -0.56
C  -1.78362  3.48222  -1.92313  0.34
N  -1.18504  3.65314  -3.11379  -0.79
S  -2.90125  2.22595  -1.68072  -0.28
H  -0.47766  5.88701  -0.03718  0.24
H  -0.89798  6.16604  -1.73054  0.21
H  0.44927  5.08449  -1.30727  0.21
H  -1.93334  4.12409  -0.05137  0.43
H  -0.66680  4.49713  -3.30842  0.41
H  -1.59966  3.18642  -3.90292  0.43
O  -4.83369  -2.75632  -1.51959  -0.83
S  -4.10668  -1.52856  -1.32584  1.52
N  -2.75107  -1.53826  -2.00420  -1.26

DFT total energy   -70290.4785 eV
Kohn-Sham gap   7.33 eV
Net charge   +1
Strongest force on any atom   1.1 eV/A

No. 2
Computed, not measured: an isolated ion of composition C2H7ClIN4 and charge +1, with ωB97M-V with the def2-TZVPD basis set.

Each line ends with the natural charge from an NBO analysis.
Element x y z (Å)
C  0.60312  0.40532  0.03049  0.47
C  1.48712  1.03607  -0.99508  -0.46
N  0.04605  -0.69846  -0.37910  -0.41
N  0.57165  0.96123  1.22547  -0.81
N  -2.31761  -1.42458  -0.20956  -0.53
N  -0.87798  -1.42439  0.37604  -0.28
Cl  3.09386  0.59360  -0.38991  0.00
I  -2.97081  0.61478  -0.31606  0.34
H  1.19976  0.53157  -2.03335  0.27
H  1.59049  2.12786  -1.19344  0.27
H  1.47805  1.48285  1.43633  0.44
H  -0.12370  0.93236  1.96373  0.43
H  -2.11838  -1.51592  -1.23374  0.38
H  -0.54422  -2.42817  0.28882  0.46
H  -1.11738  -1.19412  1.42936  0.42

Energy above the lowest of the compared OMol25 structures with the same formula, charge and spin   0.221 eV
DFT total energy   -28760.9069 eV
Kohn-Sham gap   9.07 eV
Structure (SMILES)   N/C(CCl)=N\[NH2+]NI
Net charge   +1
Strongest force on any atom   3.2 eV/A

No. 3
Computed, not measured: a 2-piece molecular cluster, C7H7O2S2 overall, with ωB97M-V with the def2-TZVPD basis set.

Each line ends with the natural charge from an NBO analysis.
Element x y z (Å)
C  0.44286  -2.23676  0.01997  -0.17
C  -0.27758  -2.18964  1.23156  -0.23
C  0.39470  -1.18608  -0.89061  -0.18
C  -0.95212  -1.04875  1.48138  -0.32
C  -0.32516  -0.06610  -0.56550  -0.19
C  -0.90267  -0.03182  0.61335  0.17
C  -0.27989  1.01742  -1.51711  -0.61
O  3.27959  -1.07049  -0.13953  -0.97
O  3.64031  1.10801  -1.25362  -0.96
S  4.26815  1.00193  1.66333  -0.65
S  3.33336  0.41115  -0.02247  1.59
H  0.94607  -3.23155  -0.28823  0.21
H  -0.15447  -2.92958  1.97280  0.21
H  0.94125  -1.38516  -1.84082  0.23
H  -1.31343  -0.88160  2.52423  0.21
H  0.07580  0.54620  -2.55201  0.21
H  -1.19563  1.57373  -1.83367  0.21
H  0.54114  1.72520  -1.06618  0.25

Energy above the lowest of the compared OMol25 structures with the same formula, charge and spin   0.846 eV
DFT total energy   -33135.5772 eV
Kohn-Sham gap (alpha / beta)   7.50 / 5.81 eV
Net charge   -1
Strongest force on any atom   4.2 eV/A